C26H78N6O10 | ωB97M-V/def2-TZVPD

Geometry as XYZ:
```
120
Properties=species:S:1:pos:R:3:forces:R:3:mulliken_charge:R:1
O -1.36330 -9.34222 -8.36586 0.0 -1.1 -0.3 -0.405
O 7.23146 -11.70725 -10.10385 0.4 0.2 0.0 -0.470
O 3.15661 -10.05415 -8.61191 0.5 0.4 0.3 -0.769
O 2.53723 -9.18776 -11.39637 -1.5 -1.2 0.7 0.309
O 2.61361 -15.53018 -7.62082 -0.8 1.1 -1.7 -0.154
O -2.74810 -8.93867 -12.25742 0.3 1.1 0.0 -0.359
O -0.22105 -13.20052 -13.43896 -0.4 -0.5 -0.1 -0.650
O 1.42962 -12.10235 -11.36021 -1.3 0.1 0.0 0.617
O 3.93113 -16.04788 -11.60310 -0.5 -0.8 -1.4 -0.300
O 0.92956 -11.46436 -15.57387 0.0 -0.7 0.7 -0.268
N -1.96729 -10.71809 -17.81030 -0.3 1.0 -1.9 -0.751
N 0.77609 -7.71694 -12.96188 -0.5 -0.6 -0.3 -0.601
N 4.15285 -13.10347 -11.49830 -1.3 -0.2 -0.9 0.402
N 1.74858 -12.68520 -8.52746 0.4 -0.7 -0.4 -0.144
N 6.13024 -15.35881 -13.52721 -0.2 0.1 -0.4 -0.597
N -4.35602 -8.90900 -8.73408 0.8 0.0 0.6 -0.666
C 6.85423 -10.51395 -9.44602 -1.8 0.5 -0.2 -0.416
C 6.26928 -12.16609 -11.05348 1.0 0.5 1.0 -1.005
C 2.03524 -14.45966 -6.91949 -0.5 -1.4 2.0 -1.248
C -0.31184 -8.35294 -12.15909 -0.5 1.2 -0.7 1.828
C 3.60481 -9.27930 -12.25304 2.4 -0.4 0.2 1.303
C -0.00116 -9.84268 -8.42355 -0.8 0.8 0.5 -0.731
C 4.45777 -8.06851 -12.02133 1.0 1.3 -1.0 -1.904
C 1.78793 -10.63931 -14.78942 -0.4 -0.3 -0.4 -0.412
C 1.03454 -13.60147 -7.64468 -0.1 0.2 0.1 0.600
C 5.25395 -16.53046 -13.76934 1.1 0.4 1.3 0.183
C -0.41702 -7.47255 -10.92436 0.2 -0.6 0.1 -1.365
C -3.05530 -10.29700 -12.51612 -0.2 1.3 0.9 -0.543
C -0.96998 -11.52038 -17.14567 -0.5 0.4 3.3 0.727
C -1.64180 -8.37638 -12.97773 -0.6 -0.9 0.6 -0.565
C -3.66685 -9.60524 -7.62938 -1.9 -0.6 -0.1 0.312
C 6.06667 -17.73506 -13.36968 -0.7 -1.7 0.6 -1.456
C 2.56911 -16.02938 -11.14636 0.3 0.4 1.1 -0.694
C 0.17963 -10.74126 -16.48599 -0.6 1.2 -2.1 -0.872
C -0.00814 -14.31938 -8.52911 0.2 -0.2 0.9 -1.124
C -4.67810 -10.58979 -7.01357 0.0 -0.1 0.7 -1.613
C 5.37357 -14.04879 -9.60352 0.1 1.7 0.4 -1.800
C -0.60803 -12.74330 -17.87462 -0.2 -0.8 -0.4 -1.453
C 5.00698 -12.74900 -10.40180 0.6 -1.4 -0.4 1.787
C 3.90683 -16.42576 -13.01222 0.2 0.7 -0.8 -0.772
C 3.54999 -16.25363 -6.91200 0.8 -0.2 -0.4 -0.952
C -2.33983 -10.31619 -7.93643 0.3 1.5 0.4 -0.431
H 2.48197 -13.30098 -8.84849 0.8 0.3 -0.6 -0.179
H 2.49003 -15.64833 -10.12820 0.9 -0.2 0.4 -0.100
H 1.18243 -10.11306 -14.05149 0.1 0.4 0.0 0.077
H 2.16303 -17.03926 -11.08860 -0.3 0.1 -0.6 0.459
H -0.97683 -8.05146 -10.18980 -0.5 0.8 0.1 -0.019
H 3.35719 -17.34216 -13.22718 0.0 -0.4 0.7 0.627
H -1.57912 -8.94903 -13.90307 0.6 -0.1 -0.3 0.123
H 5.93989 -14.77958 -10.18086 -0.1 0.2 -0.2 0.150
H 1.91378 -11.27812 -11.40991 0.2 0.6 0.1 -0.177
H 6.12931 -9.98148 -10.06172 0.2 0.4 -0.6 -0.068
H 6.19469 -10.64984 -8.58891 0.4 -0.6 0.6 0.261
H 2.81481 -13.89568 -6.40734 0.2 0.6 -0.3 0.427
H 0.82421 -10.34894 -17.27256 0.4 0.2 -0.2 0.404
H -4.71317 -9.50460 -9.46743 0.4 0.0 -0.2 0.247
H 0.50572 -15.07487 -9.12349 0.0 0.2 -0.3 0.124
H 3.42518 -9.44508 -13.31527 -0.7 0.4 -0.1 -0.156
H -2.52370 -11.10806 -8.66253 0.1 0.0 -0.4 0.237
H 0.59838 -12.94520 -6.89158 -0.5 -0.4 0.3 0.334
H 3.33834 -15.68587 -13.57568 -0.1 0.5 0.2 0.258
H -3.56907 -10.40220 -13.47167 0.6 -0.4 -0.5 0.267
H 6.79115 -12.87226 -11.69929 -0.1 -0.8 0.5 0.251
H -4.87559 -11.52154 -7.54361 0.1 0.1 -0.6 0.367
H 1.89719 -8.60653 -11.81366 -0.4 0.8 -0.3 -0.051
H 7.62736 -9.79575 -9.17299 0.5 -0.6 -0.3 0.339
H -2.13591 -10.84469 -12.30912 -0.4 -0.8 -0.5 0.226
H -0.05729 -9.35626 -11.81754 0.2 -0.2 -0.4 -0.801
H 4.52101 -7.75397 -10.97962 -0.1 -0.3 0.0 0.330
H 4.08979 -14.10888 -11.57092 0.3 -0.1 -0.5 -0.438
H 5.45610 -18.62723 -13.50878 0.0 -0.3 0.0 0.376
H 2.33218 -9.98138 -15.46693 0.0 0.4 0.1 0.478
H 3.20975 -16.65687 -5.95820 -0.5 -0.3 0.0 0.330
H 5.46542 -8.09147 -12.43633 0.3 -0.7 0.2 0.419
H 2.53104 -11.20816 -14.23058 -0.3 -0.5 -0.2 0.048
H 0.61902 -8.95138 -8.51877 0.1 -0.2 0.1 0.302
H -3.64972 -8.78718 -6.90925 1.1 -0.2 0.3 0.234
H 4.51860 -12.71453 -12.35565 -0.2 -0.3 -0.3 0.204
H -4.39162 -10.92596 -6.01707 0.4 0.1 0.1 0.407
H 5.04976 -16.58418 -14.83869 -0.4 0.2 0.0 0.310
H 6.59246 -15.55998 -12.65200 -0.3 0.3 0.8 0.220
H -3.84336 -10.48098 -11.78590 0.3 -0.6 0.2 0.166
H 3.81400 -17.00064 -7.66058 0.4 -0.5 0.7 0.260
H -2.76177 -10.50555 -17.22402 0.3 0.3 0.5 0.265
H 0.78667 -8.04824 -13.91594 0.1 -0.5 -0.2 0.152
H -0.39076 -12.48611 -14.05301 0.2 0.1 -0.4 0.237
H -0.12070 -12.76894 -12.59049 0.4 0.2 0.4 0.225
H -1.97183 -10.77413 -7.01830 0.0 -0.2 0.2 0.334
H 0.23275 -10.51716 -9.24724 -0.4 -0.1 -0.2 0.096
H 6.10058 -11.39673 -11.80696 -0.7 0.7 0.3 0.466
H 1.53897 -14.99642 -6.11097 -0.6 0.4 0.6 0.591
H 1.13709 -12.66740 -9.33112 0.4 0.9 -0.6 -0.091
H -2.41166 -11.30878 -18.49857 0.2 0.1 -0.6 0.271
H 0.23191 -10.35005 -7.48741 0.2 0.0 0.1 0.609
H 1.94735 -15.27439 -11.62751 -0.1 -0.4 -1.0 0.348
H -0.76486 -6.47917 -11.20775 -0.6 -0.1 0.3 0.493
H -1.57767 -11.69774 -16.25834 0.6 -1.7 0.7 0.070
H -0.36603 -9.88186 -16.09640 0.3 0.4 0.7 0.312
H -3.66184 -8.24228 -9.04018 -0.3 0.1 -0.9 0.261
H -0.81007 -14.86389 -8.03061 0.0 0.2 0.3 0.430
H 4.09271 -7.22423 -12.60616 -0.7 0.2 0.3 0.428
H 0.56366 -7.28983 -10.48507 0.2 -0.3 -0.1 0.297
H -5.62722 -10.07761 -6.85561 0.0 0.0 -0.3 0.422
H 4.14815 -10.18216 -11.97427 0.2 -0.1 0.2 -0.406
H -0.43391 -13.52038 -9.13608 -0.3 -0.4 -0.2 0.345
H -1.95806 -7.37589 -13.27286 0.2 0.3 0.2 0.274
H 5.99078 -13.66187 -8.79269 0.2 -0.4 0.2 0.576
H 7.01715 -17.96788 -13.84976 -0.1 0.6 -0.5 0.386
H 4.42957 -15.66282 -6.65632 0.3 0.3 -0.1 0.366
H 6.91746 -15.55610 -14.12841 0.2 0.5 -0.7 0.325
H 3.03840 -9.65664 -9.47461 -0.1 0.3 -0.4 0.300
H 4.41429 -12.06583 -9.79345 0.8 0.3 0.5 -0.639
H 0.48943 -6.75837 -13.10002 0.2 0.5 0.4 0.327
H 2.09629 -12.77958 -11.47490 0.9 -0.2 -0.1 -0.027
H -0.13402 -12.55506 -18.83794 0.1 0.2 0.0 0.329
H 0.03615 -13.38395 -17.27238 -0.1 -0.1 -0.1 0.371
H -1.57429 -13.20752 -18.07196 0.2 -0.7 -0.1 0.414
H 4.49916 -14.53433 -9.17022 -0.1 0.0 -0.1 0.370
H 6.30256 -17.70793 -12.30586 -0.1 0.1 0.2 0.355
H 2.79266 -10.93491 -8.70160 -0.5 -0.7 0.3 0.266
```
Forces are in eV/Å.

Computed properties:
LUMO	0.023	Ha
energy	-2118.1320	Ha
HOMO-LUMO gap	9.56	eV
spin multiplicity	1
HOMO energy	-8.9	eV
energy relative to the best compared isomer or geometry (same formula, charge and spin)	2.737	eV


C2H9N3O2 | ωB97M-V/def2-TZVPD

Geometry as XYZ:
```
16
Properties=species:S:1:pos:R:3:forces:R:3:nbo_charge:R:1
O -1.96971 2.32806 -0.07346 0.0 0.3 -0.5 -0.277
O -0.22577 3.38968 -0.78782 -2.0 -3.2 2.9 -0.297
N 0.87575 -0.54622 0.05544 0.0 0.0 0.2 -0.613
N -0.59923 2.52375 0.00718 1.5 2.4 -2.3 0.365
N -2.38263 1.22413 0.77325 0.5 0.9 -0.4 -0.492
C 0.23016 -1.79939 0.40834 -0.3 0.3 0.0 -0.414
C 2.15297 -0.76144 -0.60275 -0.1 0.4 -0.1 -0.414
H 2.59122 0.20529 -0.87056 0.0 -0.1 0.0 0.201
H -0.73783 -1.59185 0.87547 0.1 0.0 0.0 0.199
H 2.04096 -1.34567 -1.52161 0.2 -0.2 -0.1 0.157
H -2.98073 1.71461 1.43429 0.0 -0.3 0.1 0.351
H -2.99311 0.71965 0.13512 0.0 -0.1 0.1 0.352
H 0.26104 -0.00797 -0.55415 0.2 -0.1 0.3 0.345
H 2.85743 -1.26867 0.06371 -0.2 0.0 0.0 0.191
H 0.82999 -2.36127 1.13081 0.0 0.1 -0.1 0.191
H 0.04947 -2.42269 -0.47327 0.0 -0.3 0.0 0.155
```
Forces are in eV/Å.

Computed properties:
LUMO	-0.001	Ha
energy	-396.1694	Ha
HOMO-LUMO gap	8.54	eV
spin multiplicity	1
HOMO energy	-8.6	eV
energy relative to the best compared isomer or geometry (same formula, charge and spin)	5.724	eV